[1]
DFT (ωB97M-V/def2-TZVPD) results for a molecular structure, C49H41Cl2InN3O6P2Si at a distorted geometry.

- E (Eh) = -4590.50011
- E_HOMO (eV) = -5.10
- LUMO level (eV) = 2.3
- relative energy (zero: lowest compared OMol25 entry of this formula, charge and spin) (kJ/mol) = 29.1
- max |F| (eV/Å) = 1.82
- charge = -1

Geometry (Å):
In1 -0.55 0.17 -1.18
C1 0.72 -2.70 0.62
P1 -0.13 -2.02 2.14
C2 1.26 -2.19 3.32
C3 2.00 -3.34 3.52
C4 3.01 -3.37 4.46
C5 3.32 -2.23 5.19
C6 2.60 -1.06 4.98
C7 1.58 -1.05 4.05
C8 -1.30 -3.31 2.70
C9 -1.13 -4.18 3.78
C10 -2.17 -4.99 4.20
C11 -3.41 -4.91 3.59
C12 -3.61 -4.01 2.55
C13 -2.56 -3.23 2.11
C14 1.68 -1.60 0.31
C15 3.05 -1.56 0.38
C16 3.43 -0.20 0.31
C17 2.26 0.52 0.20
C18 2.05 1.99 0.36
P2 1.45 2.26 2.13
C19 -0.02 3.34 2.00
C20 -0.51 3.88 3.19
C21 -1.71 4.57 3.23
C22 -2.45 4.73 2.07
C23 -1.99 4.19 0.89
C24 -0.79 3.50 0.85
C25 2.73 3.50 2.60
C26 2.67 4.84 2.22
C27 3.71 5.70 2.54
C28 4.81 5.24 3.23
C29 4.87 3.91 3.63
C30 3.83 3.05 3.32
N1 1.19 -0.32 0.22
H1 -0.03 -2.82 -0.16
H2 1.22 -3.65 0.80
H3 1.78 -4.24 2.95
H4 3.57 -4.28 4.64
H5 4.11 -2.25 5.93
H6 2.84 -0.17 5.53
H7 1.01 -0.14 3.89
H8 -0.18 -4.22 4.30
H9 -2.02 -5.67 5.03
H10 -4.23 -5.52 3.94
H11 -4.58 -3.92 2.09
H12 -2.71 -2.51 1.31
H13 3.72 -2.40 0.48
H14 4.43 0.18 0.34
H15 1.30 2.35 -0.34
H16 2.98 2.54 0.21
H17 0.06 3.74 4.10
H18 -2.08 4.96 4.17
H19 -3.39 5.26 2.10
H20 -2.57 4.28 -0.02
H21 -0.48 3.06 -0.09
H22 1.80 5.21 1.69
H23 3.66 6.73 2.23
H24 5.62 5.91 3.48
H25 5.73 3.55 4.17
H26 3.87 2.02 3.64
O1 -6.09 1.78 1.00
C31 -5.25 1.64 2.00
O2 -5.57 1.86 3.15
C32 -3.87 1.21 1.68
C33 -2.88 0.97 2.63
N2 -1.76 0.66 1.97
N3 -1.96 0.68 0.66
C34 -3.22 1.01 0.44
C35 -3.70 1.05 -0.99
O3 -4.90 1.30 -1.20
O4 -2.84 0.81 -1.86
H27 -5.67 1.58 0.08
H28 -2.95 1.00 3.70
H29 -0.88 0.28 2.31
C36 2.36 -0.17 -6.65
C37 1.18 0.48 -6.97
C38 0.41 1.05 -5.97
C39 0.81 0.98 -4.63
C40 2.00 0.33 -4.33
C41 2.77 -0.23 -5.33
Si1 -0.29 1.71 -3.27
C42 0.36 3.42 -2.74
C43 -0.58 4.39 -2.39
C44 -0.19 5.63 -1.91
C45 1.15 5.92 -1.76
C46 2.10 4.98 -2.12
C47 1.71 3.75 -2.60
H30 2.95 -0.63 -7.42
H31 0.85 0.53 -8.00
H32 -0.52 1.55 -6.22
H33 2.32 0.26 -3.29
H34 3.70 -0.72 -5.08
H35 -1.62 1.95 -3.86
H36 -1.63 4.16 -2.50
H37 -0.94 6.36 -1.64
H38 1.45 6.88 -1.36
H39 3.16 5.22 -2.01
H40 2.46 3.03 -2.89
Cl1 -2.30 -3.37 -4.49
C48 -2.75 -2.90 -2.87
Cl2 -3.01 -4.31 -1.84
C49 -1.67 -2.01 -2.24
O5 -0.72 -1.64 -2.93
O6 -1.87 -1.72 -1.04
H41 -3.69 -2.34 -2.91

[2]
DFT (ωB97M-V/def2-TZVPD) results for 5 unconnected molecules or ions with the total composition C45H96F3N4O3S at a distorted geometry.

- E (Eh) = -2913.73094
- E_HOMO (eV) = -11.58
- LUMO level (eV) = -4.5
- relative energy (zero: lowest compared OMol25 entry of this formula, charge and spin) (kJ/mol) = 590.4
- max |F| (eV/Å) = 3.27
- charge = +3

Geometry (Å):
C1 -0.33 5.59 -0.78
C2 -1.48 5.83 0.21
C3 -1.16 6.25 1.57
C4 -2.27 6.90 2.34
N1 -1.84 7.14 3.84
C5 -0.53 7.95 4.06
C6 -0.83 9.10 4.93
C7 -2.13 8.91 5.61
C8 -2.89 8.05 4.58
C9 -1.63 5.78 4.63
C10 -2.88 4.78 4.68
C11 -2.31 3.45 5.33
H1 0.33 6.45 -0.91
H2 -0.73 5.25 -1.74
H3 0.28 4.74 -0.48
H4 -2.19 5.01 0.13
H5 -2.04 6.63 -0.27
H6 -0.31 6.92 1.43
H7 -0.85 5.40 2.18
H8 -3.18 6.29 2.40
H9 -2.57 7.85 1.91
H10 0.21 7.26 4.46
H11 -0.09 8.27 3.12
H12 0.02 9.25 5.58
H13 -0.89 9.95 4.25
H14 -1.91 8.33 6.51
H15 -2.66 9.83 5.85
H16 -3.75 7.52 4.98
H17 -3.18 8.73 3.78
H18 -1.27 6.19 5.57
H19 -0.74 5.25 4.30
H20 -3.18 4.49 3.68
H21 -3.85 4.95 5.15
H22 -3.12 2.72 5.32
H23 -2.00 3.78 6.32
H24 -1.40 3.14 4.80
C12 -2.21 -8.36 19.05
C13 -1.85 -7.29 17.99
C14 -1.11 -6.14 18.67
C15 0.19 -6.45 19.42
N2 0.85 -5.25 20.10
C16 1.20 -4.06 19.08
C17 2.66 -3.61 19.41
C18 3.08 -4.35 20.72
C19 2.19 -5.64 20.68
C20 -0.05 -4.56 21.22
C21 -0.75 -5.65 22.14
C22 -1.64 -4.96 23.28
H25 -2.58 -9.30 18.64
H26 -2.88 -8.03 19.85
H27 -1.36 -8.67 19.66
H28 -2.76 -6.81 17.64
H29 -1.39 -7.70 17.09
H30 -1.80 -5.57 19.29
H31 -0.91 -5.39 17.91
H32 0.91 -6.67 18.63
H33 0.07 -7.18 20.22
H34 0.50 -3.23 19.13
H35 1.23 -4.56 18.11
H36 2.83 -2.54 19.35
H37 3.22 -3.98 18.56
H38 2.78 -3.75 21.58
H39 4.15 -4.52 20.81
H40 2.18 -6.03 21.69
H41 2.62 -6.35 19.97
H42 -0.91 -4.10 20.72
H43 0.43 -3.75 21.76
H44 0.03 -6.21 22.66
H45 -1.24 -6.52 21.71
H46 -0.98 -4.29 23.82
H47 -1.86 -5.62 24.12
H48 -2.53 -4.37 23.06
C23 -3.24 12.43 15.57
C24 -2.73 11.62 16.76
C25 -3.13 10.18 16.72
C26 -2.70 9.37 15.46
N3 -3.22 7.93 15.38
C27 -4.77 7.94 15.29
C28 -5.26 7.11 14.13
C29 -4.14 7.46 13.20
C30 -2.89 7.19 14.00
C31 -2.84 7.06 16.62
C32 -1.40 6.78 16.61
C33 -1.19 5.76 17.69
H49 -2.63 12.04 14.75
H50 -3.11 13.51 15.59
H51 -4.31 12.38 15.39
H52 -3.21 11.88 17.70
H53 -1.68 11.93 16.74
H54 -4.20 10.18 16.91
H55 -2.80 9.68 17.63
H56 -1.62 9.42 15.34
H57 -3.07 9.87 14.57
H58 -5.19 7.55 16.22
H59 -5.01 8.99 15.15
H60 -5.25 6.09 14.52
H61 -6.27 7.44 13.87
H62 -4.21 6.77 12.36
H63 -4.10 8.48 12.80
H64 -2.74 6.13 14.18
H65 -1.96 7.60 13.62
H66 -3.36 6.12 16.43
H67 -3.15 7.46 17.58
H68 -0.90 7.68 16.96
H69 -0.95 6.50 15.66
H70 -1.77 4.84 17.60
H71 -1.40 6.23 18.65
H72 -0.17 5.36 17.71
C34 7.49 -2.91 7.49
C35 7.73 -2.60 8.95
C36 6.49 -2.74 9.86
C37 5.30 -1.77 9.57
N4 4.22 -1.73 10.67
C38 3.16 -0.73 10.08
C39 3.68 0.71 10.40
C40 4.59 0.57 11.63
C41 4.57 -0.96 11.97
C42 3.56 -3.08 11.16
C43 2.90 -3.77 9.98
C44 2.44 -5.23 10.30
H73 6.78 -3.73 7.35
H74 8.40 -3.07 6.91
H75 6.99 -2.07 7.01
H76 8.15 -1.60 9.04
H77 8.54 -3.20 9.36
H78 6.85 -2.62 10.89
H79 6.06 -3.72 10.04
H80 4.83 -1.98 8.61
H81 5.73 -0.78 9.44
H82 2.19 -0.93 10.54
H83 2.95 -0.94 9.04
H84 2.85 1.36 10.66
H85 4.15 1.09 9.49
H86 4.19 1.12 12.48
H87 5.64 0.82 11.45
H88 3.75 -1.04 12.69
H89 5.53 -1.34 12.31
H90 2.89 -2.94 12.01
H91 4.39 -3.62 11.63
H92 3.60 -3.83 9.14
H93 2.03 -3.17 9.72
H94 1.57 -5.30 10.96
H95 3.17 -5.95 10.68
H96 2.22 -5.64 9.31
C45 -3.59 -1.56 12.88
F1 -3.69 -0.71 11.83
F2 -4.77 -2.11 13.15
F3 -2.71 -2.50 12.52
S1 -2.88 -0.46 14.35
O1 -3.94 0.56 14.58
O2 -2.79 -1.40 15.44
O3 -1.66 0.16 13.81

[3]
DFT (ωB97M-V/def2-TZVPD) results for 15 unconnected molecules or ions with the total composition H30O15 at a distorted geometry.

- E (Eh) = -1146.57325
- E_HOMO (eV) = -10.09
- LUMO level (eV) = -0.7
- relative energy (zero: lowest compared OMol25 entry of this formula, charge and spin) (kJ/mol) = 175.4
- max |F| (eV/Å) = 2.98

Geometry (Å):
O1 2.22 -2.91 0.40
H1 2.45 -3.46 -0.38
H2 1.34 -2.85 0.12
O2 -2.32 -1.51 1.26
H3 -3.19 -1.89 1.44
H4 -2.43 -0.54 1.13
O3 2.83 0.56 1.89
H5 2.07 1.18 1.97
H6 2.53 -0.30 2.14
O4 -0.16 -0.35 2.79
H7 0.28 0.09 3.54
H8 0.22 -0.02 1.98
O5 1.54 1.09 -3.35
H9 2.16 1.00 -4.06
H10 1.76 0.44 -2.70
O6 -0.25 -3.15 2.80
H11 -0.07 -2.21 2.81
H12 -1.22 -3.20 2.86
O7 -2.88 0.97 0.33
H13 -3.55 0.41 -0.09
H14 -3.27 1.24 1.16
O8 0.65 2.35 1.78
H15 0.05 2.36 1.03
H16 1.07 3.20 1.93
O9 0.27 -0.14 0.03
H17 0.16 -1.12 0.06
H18 -0.39 0.16 -0.65
O10 -1.06 2.78 -0.46
H19 -1.81 2.20 -0.27
H20 -1.05 2.87 -1.39
O11 -2.71 1.93 -2.67
H21 -2.59 2.32 -3.56
H22 -2.06 1.21 -2.51
O12 2.74 -0.67 -1.42
H23 3.36 -1.11 -0.83
H24 2.19 -0.31 -0.72
O13 -0.23 -2.78 -0.25
H25 -0.56 -3.26 -1.04
H26 -0.91 -2.65 0.42
O14 -1.17 -0.27 -2.24
H27 -0.45 -0.92 -2.40
H28 -1.93 -0.83 -2.05
O15 2.26 2.54 -0.63
H29 2.73 2.98 0.06
H30 1.37 2.54 -0.28

[4]
DFT (ωB97M-V/def2-TZVPD) results for a gas-phase ion, C4H6NO3 (charge -1) at a distorted geometry.

- E (Eh) = -436.55334
- E_HOMO (eV) = -4.24
- LUMO level (eV) = 3.9
- relative energy (zero: lowest compared OMol25 entry of this formula, charge and spin) (kJ/mol) = 120.4
- SMILES = N[C@H](CC=O)C(=O)[O-]
- max |F| (eV/Å) = 1.01
- charge = -1

Geometry (Å):
O1 -0.61 -1.04 1.88
C1 -0.13 0.09 1.66
O2 0.47 0.87 2.43
C2 -0.28 0.56 0.16
C3 0.24 -0.50 -0.79
C4 1.74 -0.47 -0.99
O3 2.35 -1.42 -1.41
N1 -1.69 0.87 -0.15
H1 0.31 1.47 0.00
H2 -0.30 -0.43 -1.74
H3 -0.03 -1.49 -0.43
H4 2.23 0.48 -0.72
H5 -2.23 0.95 0.71
H6 -2.07 0.05 -0.61

[5]
DFT (ωB97M-V/def2-TZVPD) results for a molecular structure, C6H9BeO5 at a distorted geometry.

- E (Eh) = -624.88607
- 2S+1 = 2
- E_HOMO (alpha / beta) (eV) = -5.72 / -10.24
- LUMO level (alpha / beta) (eV) = -0.7 / -0.6
- relative energy (zero: lowest compared OMol25 entry of this formula, charge and spin) (kJ/mol) = 37.9
- max |F| (eV/Å) = 4.98

Geometry (Å):
O1 0.26 -0.76 0.24
C1 -0.73 -0.42 -0.64
O2 -1.30 -1.20 -1.35
O3 -1.40 0.54 0.15
C2 -2.64 1.00 -0.22
C3 1.18 -1.81 -0.15
H1 0.59 -2.73 -0.21
H2 1.59 -1.58 -1.14
C4 2.28 -1.88 0.88
H3 2.67 -0.88 1.10
H4 1.93 -2.36 1.80
H5 3.10 -2.48 0.47
C5 -3.20 2.03 0.40
H6 -3.02 0.54 -1.13
H7 -4.16 2.39 0.05
H8 -2.64 2.66 1.09
O4 2.32 2.17 -1.22
C6 1.37 1.67 -0.66
O5 1.05 1.56 0.54
Be1 0.19 0.70 1.29
H9 0.55 0.83 -1.28

[6]
DFT (ωB97M-V/def2-TZVPD) results for a molecular structure, C19H38AgN2O5 at a distorted geometry.

- E (Eh) = -1379.35968
- E_HOMO (eV) = -2.53
- LUMO level (eV) = 2.3
- relative energy (zero: lowest compared OMol25 entry of this formula, charge and spin) (kJ/mol) = 49.5
- max |F| (eV/Å) = 2.00
- charge = -1

Geometry (Å):
Ag1 1.85 -0.41 0.48
C1 3.17 -2.69 1.08
O1 3.62 -3.81 1.40
O2 2.35 -2.56 0.04
O3 3.46 -1.59 1.73
C2 -0.10 0.70 -3.79
C3 0.61 -0.24 -2.76
C4 1.13 -1.46 -3.52
C5 2.52 -1.39 -4.14
C6 3.51 -0.78 -3.16
C7 3.08 0.54 -2.59
N1 1.71 0.41 -2.10
O4 1.29 1.46 -1.27
C8 3.99 0.86 -1.43
C9 3.18 1.66 -3.65
C10 -0.43 -0.67 -1.73
H1 -1.08 0.34 -4.10
H2 0.50 0.74 -4.70
H3 -0.23 1.68 -3.32
H4 1.00 -2.35 -2.90
H5 0.40 -1.70 -4.32
H6 2.51 -0.80 -5.06
H7 2.77 -2.40 -4.46
H8 4.47 -0.69 -3.69
H9 3.75 -1.52 -2.40
H10 3.64 1.76 -0.91
H11 4.03 0.03 -0.73
H12 4.98 1.15 -1.77
H13 2.49 1.46 -4.47
H14 2.96 2.63 -3.20
H15 4.16 1.67 -4.13
H16 -1.46 -0.44 -2.02
H17 -0.30 -0.25 -0.73
H18 -0.44 -1.76 -1.59
H19 1.14 2.25 -1.83
C11 -1.40 -1.21 4.07
C12 -1.91 -0.96 2.65
C13 -3.40 -1.24 2.56
C14 -4.23 -0.17 3.29
C15 -4.00 1.21 2.66
C16 -2.50 1.56 2.49
N2 -1.70 0.39 2.18
O5 -0.35 0.68 1.94
C17 -2.41 2.52 1.31
C18 -2.04 2.28 3.77
C19 -1.22 -1.97 1.73
H20 -1.88 -0.57 4.82
H21 -1.49 -2.25 4.38
H22 -0.33 -0.97 4.13
H23 -3.69 -1.22 1.50
H24 -3.72 -2.20 2.97
H25 -5.28 -0.46 3.31
H26 -3.90 -0.13 4.33
H27 -4.47 1.95 3.30
H28 -4.46 1.16 1.68
H29 -1.37 2.70 1.04
H30 -2.78 3.51 1.58
H31 -2.96 2.15 0.45
H32 -2.50 3.27 3.83
H33 -0.95 2.40 3.79
H34 -2.23 1.73 4.69
H35 -1.32 -1.71 0.67
H36 -0.14 -2.01 1.89
H37 -1.67 -2.95 1.88
H38 0.08 0.66 2.81

[7]
DFT (ωB97M-V/def2-TZVPD) results for 6 unconnected molecules or ions with the total composition C18H48O18S6 at a distorted geometry.

- E (Eh) = -4457.93113
- E_HOMO (eV) = -11.20
- LUMO level (eV) = 0.0
- relative energy (zero: lowest compared OMol25 entry of this formula, charge and spin) (kJ/mol) = 225.1
- SMILES = CCOS(C)(=O)=O.CCOS(C)(=O)=O.CCOS(C)(=O)=O.CCOS(C)(=O)=O.CCOS(C)(=O)=O.CCOS(C)(=O)=O
- max |F| (eV/Å) = 2.29

Geometry (Å):
O1 1.75 -5.75 2.87
S1 1.81 -5.85 1.43
O2 2.36 -4.83 0.55
O3 2.43 -7.31 1.09
C1 2.92 -7.47 -0.25
C2 3.06 -8.96 -0.49
C3 0.10 -6.02 0.83
H1 3.92 -7.04 -0.26
H2 2.31 -7.00 -1.02
H3 3.56 -9.19 -1.43
H4 2.05 -9.36 -0.70
H5 3.45 -9.50 0.37
H6 -0.48 -5.13 1.02
H7 -0.23 -7.01 1.15
H8 0.16 -6.02 -0.26
O4 -0.10 7.86 1.15
S2 -1.03 7.54 2.20
O5 -1.54 8.60 3.01
O6 -2.31 6.64 1.67
C4 -2.01 5.53 0.84
C5 -2.99 5.48 -0.35
C6 -0.24 6.31 3.33
H9 -2.09 4.59 1.39
H10 -1.03 5.57 0.36
H11 -3.80 6.19 -0.21
H12 -3.54 4.54 -0.42
H13 -2.51 5.68 -1.31
H14 -1.00 6.20 4.10
H15 0.63 6.80 3.76
H16 0.07 5.47 2.71
O7 -8.50 -1.56 0.94
S3 -7.99 -0.28 0.50
O8 -8.74 0.95 0.59
O9 -6.58 0.01 1.28
C7 -5.93 -1.08 1.93
C8 -5.34 -2.12 1.03
C9 -7.40 -0.38 -1.23
H17 -6.52 -1.52 2.74
H18 -5.15 -0.59 2.52
H19 -4.86 -1.68 0.14
H20 -6.15 -2.72 0.62
H21 -4.54 -2.70 1.49
H22 -7.00 0.60 -1.46
H23 -8.33 -0.62 -1.75
H24 -6.69 -1.20 -1.34
O10 -0.17 3.17 -2.25
S4 1.03 3.72 -1.72
O11 1.05 5.14 -1.47
O12 1.47 3.07 -0.33
C10 2.80 3.27 0.19
C11 2.63 3.37 1.70
C12 2.41 3.21 -2.78
H25 3.22 4.21 -0.15
H26 3.41 2.42 -0.12
H27 2.23 2.42 2.08
H28 1.89 4.10 2.02
H29 3.56 3.67 2.18
H30 2.57 2.14 -2.61
H31 3.35 3.70 -2.55
H32 2.10 3.46 -3.79
O13 -0.89 0.05 -2.49
S5 -1.98 0.00 -1.55
O14 -3.29 -0.47 -1.92
O15 -1.52 -0.92 -0.27
C13 -0.22 -0.72 0.26
C14 0.12 -1.85 1.23
C15 -2.18 1.55 -0.68
H33 -0.13 0.20 0.84
H34 0.50 -0.72 -0.56
H35 -0.58 -1.83 2.06
H36 1.11 -1.73 1.65
H37 -0.02 -2.75 0.62
H38 -1.34 1.74 -0.02
H39 -3.07 1.59 -0.05
H40 -2.29 2.32 -1.43
O16 6.35 0.03 -1.45
S6 5.93 -1.13 -2.20
O17 6.63 -2.40 -2.18
O18 4.36 -1.39 -1.90
C16 3.93 -1.20 -0.54
C17 4.63 -2.10 0.45
C18 5.81 -0.63 -3.93
H41 2.90 -1.56 -0.51
H42 3.83 -0.13 -0.37
H43 4.12 -2.15 1.41
H44 5.67 -1.85 0.68
H45 4.61 -3.12 0.06
H46 4.96 0.02 -4.14
H47 5.76 -1.54 -4.52
H48 6.75 -0.10 -4.08